1.
Computed, not measured: 5 unconnected molecules or ions with the total composition C16H44ClN4O8 at a distorted geometry, with ωB97M-V with the def2-TZVPD basis set.

```
73
Properties=species:S:1:pos:R:3:mulliken_charge:R:1
Cl 0.317 -0.180 0.028 1.557
O 1.383 -0.902 0.673 -0.746
O 0.956 0.478 -1.027 -0.647
O -0.759 -1.008 -0.354 -0.345
O -0.128 0.699 1.034 -0.723
C -3.645 -3.366 0.802 -1.448
C -3.902 -2.003 1.556 0.215
C -2.730 -1.719 2.565 -0.290
O -3.044 -0.592 3.346 -0.308
C -2.396 -0.360 4.606 -0.737
N -4.046 -0.982 0.565 -0.655
H -4.432 -3.469 0.055 0.431
H -3.827 -4.105 1.583 0.460
H -2.671 -3.449 0.320 0.151
H -4.824 -1.842 2.115 0.464
H -1.803 -1.594 2.005 -0.012
H -2.680 -2.568 3.246 0.466
H -2.280 -1.373 4.991 0.325
H -3.024 0.189 5.308 0.249
H -1.413 0.111 4.629 0.247
H -3.991 -0.086 1.028 0.289
H -3.321 -1.112 -0.126 0.154
C 1.917 -3.874 -1.063 -1.284
C 1.124 -3.758 -2.457 0.594
C -0.191 -4.559 -2.626 -0.488
O -0.049 -5.974 -2.404 -0.393
C 0.424 -6.838 -3.433 -0.687
N 0.925 -2.353 -2.739 -0.689
H 2.590 -3.050 -0.826 0.341
H 2.580 -4.718 -1.247 0.372
H 1.257 -3.950 -0.199 0.281
H 1.809 -4.038 -3.257 0.290
H -0.656 -4.522 -3.611 0.385
H -0.986 -4.152 -2.002 0.043
H 1.395 -6.415 -3.692 0.308
H -0.330 -7.114 -4.170 0.255
H 0.743 -7.798 -3.027 0.264
H 0.379 -1.855 -2.050 0.122
H 1.803 -1.867 -2.621 0.280
C 3.298 5.554 4.001 -1.503
C 4.071 4.342 3.649 0.578
C 3.584 3.555 2.411 -0.670
O 4.408 2.501 2.007 -0.331
C 4.111 1.618 0.978 -0.749
N 5.473 4.561 3.411 -0.832
H 2.239 5.311 4.091 0.353
H 3.328 6.215 3.135 0.335
H 3.675 6.139 4.840 0.347
H 3.973 3.672 4.503 0.270
H 3.586 4.277 1.595 0.333
H 2.569 3.193 2.575 0.318
H 3.586 2.112 0.160 0.307
H 3.287 0.983 1.305 0.310
H 4.937 0.931 0.797 0.277
H 5.536 5.049 2.529 0.293
H 5.872 3.723 3.013 0.365
C -2.730 2.844 -0.444 -1.416
C -2.728 2.479 -1.919 0.488
C -1.541 2.969 -2.781 -0.462
O -1.417 2.268 -4.025 -0.353
C -0.254 2.563 -4.791 -0.743
N -2.854 1.013 -1.904 -0.638
H -1.766 2.736 0.054 0.311
H -3.628 2.494 0.064 0.307
H -2.776 3.930 -0.365 0.477
H -3.614 2.960 -2.334 0.200
H -0.630 2.749 -2.225 0.210
H -1.604 4.027 -3.033 0.345
H 0.099 1.708 -5.367 0.258
H 0.577 2.864 -4.153 0.307
H -0.533 3.384 -5.452 0.286
H -2.359 0.629 -2.696 0.370
H -2.250 0.712 -1.153 -0.038
```

- net charge = -1
- Kohn-Sham gap (eV) = 8.89
- ΔE to the lowest compared entry with this formula, charge and spin (kJ/mol) = 271.85


2.
Computed, not measured: 2 unconnected molecules or ions with the total composition C5H4N2O at a distorted geometry, with ωB97M-V with the def2-TZVPD basis set.

```
12
Properties=species:S:1:pos:R:3:nbo_charge:R:1
C -0.140 0.998 -0.101 0.324
C -1.713 -0.401 -0.203 0.077
C -0.418 -1.196 -0.320 -0.174
C 0.540 -0.337 -0.365 -0.201
C 1.941 -0.457 0.085 0.434
H -0.679 2.652 -0.020 0.353
H -2.614 -1.086 0.048 0.204
H -0.479 -2.259 0.056 0.239
H 2.098 -1.537 1.112 0.105
N 0.251 2.255 -0.135 -0.467
N -1.551 0.896 0.084 -0.417
O 2.765 0.472 -0.239 -0.477
```

- net charge = 0
- Kohn-Sham gap (eV) = 8.71
- ΔE to the lowest compared entry with this formula, charge and spin (kJ/mol) = 423.47


3.
Computed, not measured: a molecular structure, C30H30CsN2O6P3S at a distorted geometry, with ωB97M-V with the def2-TZVPD basis set.

```
73
Properties=species:S:1:pos:R:3:mulliken_charge:R:1
Cs 0.043 1.087 -0.572 1.649
C -2.054 -3.675 -2.571 -0.433
C -0.704 -3.869 -2.315 -0.697
C -0.160 -3.485 -1.095 -0.133
C -0.963 -2.903 -0.118 0.211
C -2.315 -2.688 -0.393 -0.365
C -2.859 -3.081 -1.606 -0.598
P -0.338 -2.302 1.497 0.635
C -0.863 -3.703 2.580 -0.446
C -0.936 -3.453 3.950 -0.437
C -1.278 -4.457 4.846 -0.532
C -1.567 -5.733 4.382 -0.397
C -1.507 -5.996 3.019 -0.624
C -1.155 -4.990 2.130 -0.048
C 1.458 -2.469 1.365 -0.513
C 2.214 -3.509 1.906 -0.241
C 3.594 -3.495 1.750 -0.614
C 4.170 -2.450 1.034 -0.632
C 3.375 -1.441 0.492 -0.233
C 1.976 -1.370 0.642 0.198
H -2.471 -3.957 -3.530 0.341
H -0.065 -4.303 -3.074 0.380
H 0.898 -3.612 -0.902 0.371
H -2.932 -2.171 0.336 0.321
H -3.906 -2.894 -1.812 0.395
H -0.719 -2.454 4.312 0.427
H -1.324 -4.240 5.907 0.367
H -1.842 -6.518 5.077 0.342
H -1.732 -6.989 2.647 0.374
H -1.107 -5.201 1.067 0.378
H 1.738 -4.320 2.450 0.263
H 4.205 -4.284 2.176 0.357
H 5.250 -2.424 0.900 0.320
H 3.896 -0.665 -0.069 0.142
N -3.043 1.767 3.524 -0.245
C -2.538 2.369 2.223 0.997
C -3.015 3.808 2.104 -1.938
P -0.685 2.375 2.527 0.454
O -0.372 0.802 2.668 -0.207
O -0.619 2.927 3.917 -0.884
O -0.028 2.959 1.332 -0.814
P -3.207 1.231 0.910 1.048
O -4.670 1.887 0.587 -0.627
O -2.380 1.346 -0.324 -0.798
O -3.447 -0.042 1.658 -0.927
H -3.950 2.151 3.778 0.338
H -2.338 2.000 4.245 0.349
H -3.135 0.750 3.319 0.310
H -2.585 4.424 2.897 0.487
H -4.107 3.867 2.125 0.440
H -2.675 4.207 1.148 0.381
H -0.295 0.293 1.841 -0.295
H -4.623 2.321 -0.272 0.349
C 3.693 1.306 -2.068 -1.348
C 3.320 2.536 -2.848 0.557
C 4.210 3.643 -2.893 -0.596
C 3.822 4.759 -3.563 -0.741
C 2.556 4.809 -4.197 1.174
C 2.123 5.967 -4.888 -0.862
C 0.880 5.943 -5.466 -0.420
C 0.057 4.813 -5.387 -0.400
C 0.420 3.633 -4.733 -0.087
S -0.629 2.271 -4.657 -0.516
C 1.735 3.660 -4.111 -0.275
N 2.155 2.552 -3.434 -0.220
H 4.719 0.991 -2.274 0.435
H 3.014 0.490 -2.308 0.392
H 3.626 1.494 -0.993 0.267
H 5.171 3.584 -2.394 0.380
H 4.467 5.630 -3.619 0.338
H 2.766 6.838 -4.939 0.295
H 0.512 6.818 -5.994 0.321
H -0.922 4.836 -5.850 0.360
```

- net charge = -2
- Kohn-Sham gap (eV) = 4.96
- ΔE to the lowest compared entry with this formula, charge and spin (kJ/mol) = 155.30


4.
Computed, not measured: a molecular structure, C6H10O, with ωB97M-V with the def2-TZVPD basis set.

```
17
Properties=species:S:1:pos:R:3:nbo_charge:R:1
C -0.324 -2.273 1.188 -0.340
C -0.473 -2.486 -0.115 -0.442
C 1.021 0.207 0.996 -0.145
C 0.557 1.560 0.665 -0.010
C 0.540 2.033 -0.792 -0.475
C -0.633 1.069 -0.973 -0.060
O -0.625 0.686 0.446 -0.431
H -0.986 -1.611 1.740 0.204
H 0.494 -2.711 1.753 0.196
H 0.213 -3.114 -0.679 0.190
H -1.275 -2.007 -0.674 0.182
H 1.418 -0.243 0.065 0.113
H 0.421 2.282 1.469 0.190
H 0.279 3.084 -0.927 0.216
H 1.449 1.794 -1.347 0.219
H -1.590 1.540 -1.212 0.196
H -0.484 0.188 -1.603 0.197
```

- net charge = 0
- Kohn-Sham gap (eV) = 9.06
- ΔE to the lowest compared entry with this formula, charge and spin (kJ/mol) = 567.85


5.
Computed, not measured: a molecular structure, C25H17GeNO2PtS5 at a distorted geometry, with ωB97M-V with the def2-TZVPD basis set.

```
52
Properties=species:S:1:pos:R:3:nbo_charge:R:1
Pt 8.905 10.151 10.275 0.682
O 8.022 8.570 13.910 -0.588
C 8.090 8.880 12.747 0.736
O 8.762 9.916 12.289 -0.737
C 7.373 8.025 11.718 0.137
C 6.571 6.968 12.208 -0.220
C 5.967 6.140 11.339 -0.120
C 6.108 6.385 9.961 -0.089
C 5.554 5.505 9.001 -0.176
C 5.664 5.784 7.677 -0.197
C 6.335 6.977 7.239 -0.194
C 6.914 7.808 8.129 -0.208
C 6.850 7.498 9.542 0.163
N 7.496 8.288 10.437 -0.507
H 6.573 6.840 13.261 0.256
H 5.408 5.298 11.699 0.223
H 4.971 4.655 9.321 0.219
H 5.198 5.158 6.904 0.223
H 6.404 7.209 6.185 0.224
H 7.452 8.727 7.862 0.233
S 5.630 14.209 5.402 0.040
C 6.444 13.419 6.558 -0.585
S 6.188 13.575 8.269 0.479
C 7.471 12.484 8.816 -0.420
C 8.105 11.828 7.808 -0.421
S 9.236 10.561 8.031 0.080
S 7.731 12.323 6.190 0.498
S 7.779 12.328 10.470 0.122
Ge 11.351 10.288 10.442 1.069
C 11.919 10.066 12.275 -0.357
C 12.648 11.073 12.921 -0.233
C 13.120 10.868 14.225 -0.212
C 12.851 9.657 14.863 -0.200
C 12.119 8.668 14.238 -0.198
C 11.663 8.864 12.956 -0.217
C 11.959 8.729 9.401 -0.461
C 13.313 8.405 9.257 -0.134
C 13.718 7.253 8.589 -0.231
C 12.742 6.405 8.058 -0.201
C 11.398 6.667 8.239 -0.216
C 11.022 7.846 8.874 -0.215
H 12.020 11.550 9.886 -0.150
H 12.859 12.007 12.441 0.211
H 13.634 11.652 14.775 0.214
H 13.231 9.500 15.849 0.210
H 11.877 7.744 14.753 0.216
H 11.095 8.064 12.492 0.209
H 14.059 9.054 9.718 0.202
H 14.749 6.985 8.460 0.216
H 13.052 5.496 7.574 0.211
H 10.643 5.965 7.883 0.215
H 9.981 8.040 9.009 0.201
```

- net charge = 0
- spin multiplicity = 3
- Kohn-Sham gap (alpha / beta) (eV) = 7.31 / 6.03
- ΔE to the lowest compared entry with this formula, charge and spin (kJ/mol) = 0.00
- ⟨S²⟩ = 2.02


6.
Computed, not measured: a single C3H3N3S molecule at a distorted geometry, with ωB97M-V with the def2-TZVPD basis set.

```
10
Properties=species:S:1:pos:R:3:nbo_charge:R:1
C -0.166 0.098 -0.722 0.012
C -0.943 1.169 -0.295 0.591
C 1.102 -0.109 0.178 0.041
N -0.376 -0.562 -1.865 -0.498
N -1.650 1.680 0.508 -0.511
N 1.056 -1.119 0.964 -0.668
S 2.323 1.041 -0.275 -0.169
H 0.131 -1.451 -1.898 0.364
H -2.042 2.632 0.837 0.478
H 2.041 -1.364 1.420 0.359
```

- net charge = 0
- Kohn-Sham gap (alpha / beta) (eV) = 5.41 / 6.63
- ΔE to the lowest compared entry with this formula, charge and spin (kJ/mol) = 428.12


7.
Computed, not measured: a single C3H3N3 molecule at a distorted geometry, with ωB97M-V with the def2-TZVPD basis set.

```
9
Properties=species:S:1:pos:R:3:nbo_charge:R:1
C -0.112 -0.017 0.047 -0.405
N -1.540 0.001 -0.129 -0.502
C -2.236 1.155 0.024 0.418
N -2.730 2.187 0.066 -0.300
C -2.177 -1.160 -0.098 0.415
N -2.711 -2.151 0.071 -0.310
H 0.060 0.142 1.057 0.214
H 0.330 -1.013 -0.179 0.237
H 0.497 0.575 -0.748 0.233
```

- net charge = 0
- Kohn-Sham gap (eV) = 11.00
- ΔE to the lowest compared entry with this formula, charge and spin (kJ/mol) = 180.30


8.
Computed, not measured: a single C3H7NO2 molecule, with ωB97M-V with the def2-TZVPD basis set.

```
13
Properties=species:S:1:pos:R:3:nbo_charge:R:1
C -0.476 -0.869 -1.789 -0.423
N 0.064 -0.499 -0.504 -0.617
C -0.390 0.593 0.148 0.633
O -1.284 1.327 -0.244 -0.629
C 0.462 0.965 1.353 -0.158
O 1.144 -0.119 1.955 -0.717
H -1.148 -1.727 -1.701 0.193
H -1.039 -0.008 -2.154 0.238
H 0.327 -1.101 -2.496 0.198
H 0.735 -1.082 -0.027 0.411
H -0.146 1.551 2.056 0.194
H 1.235 1.592 0.917 0.204
H 0.518 -0.622 2.487 0.472
```

- net charge = 0
- Kohn-Sham gap (eV) = 10.35
- ΔE to the lowest compared entry with this formula, charge and spin (kJ/mol) = 80.98